105
Properties=species:S:1:pos:R:3:forces:R:3 method="wB97M-V/def2-TZVPD" total_energy_ev=-70616.45708 spin_multiplicity=1 homo_lumo_gap_ev=7.496 e_homo_ha=-0.3738 total_charge=+1
C -3.398627 -1.409324 2.118697 -1.042 -1.460 0.870
O -3.572536 -0.597587 0.903773 2.879 -0.007 0.884
C -2.313673 0.146992 0.574570 -1.039 1.076 -0.147
C -2.492114 0.565389 -1.035673 -1.344 -1.150 0.949
C -1.108054 0.698904 -1.855162 0.110 -3.528 0.656
N -0.664483 2.054297 -2.315880 -0.142 0.059 -0.115
C -1.259626 2.567051 -3.598667 -1.571 1.752 -2.942
C -2.850010 2.904220 -3.617392 -0.424 0.807 -1.510
C -3.224067 4.481101 -3.199164 -1.454 -1.039 0.426
N -4.258165 4.338240 -2.067004 1.027 0.887 -0.703
O 0.693225 2.184210 -2.467899 2.088 -1.490 -0.907
C 1.296846 1.156521 -3.284585 3.436 -2.064 -2.098
C 2.203840 0.033801 -2.437447 -0.551 0.043 -0.071
C 2.837222 0.857142 -1.161287 -0.588 -0.857 0.188
C 3.341101 -0.692251 -3.397060 0.336 0.574 0.192
C 4.302226 -1.754880 -2.588930 0.257 0.115 0.303
C 3.541459 -2.561136 -1.369084 0.608 0.017 0.424
C 5.661982 -1.016438 -2.012223 0.853 0.317 -0.096
P -0.951765 3.189870 -0.916212 -1.511 2.902 2.919
C 0.067066 4.768454 -1.346635 2.358 -0.026 -0.410
O -0.209765 2.579908 0.540136 0.265 1.913 -1.569
H -3.930979 -0.954986 3.081182 1.216 -0.594 -2.167
H -3.965861 -2.438631 1.909733 1.309 2.234 0.436
H -2.290051 -1.667722 2.390291 -1.979 0.671 -0.717
H -1.343095 -0.473926 0.777192 -1.852 0.973 -0.436
H -2.324888 1.126424 1.256938 0.370 -2.098 -1.540
H -3.228171 1.465454 -1.040918 1.587 -1.512 -0.292
H -3.095108 -0.353309 -1.503740 1.398 2.035 0.994
H -0.247705 0.274030 -1.143930 -1.741 1.214 -1.625
H -1.159500 -0.060413 -2.775079 0.199 2.042 1.857
H -1.063904 1.867342 -4.546322 -0.063 1.027 2.697
H -0.686901 3.580904 -3.862230 -1.168 -2.351 0.796
H -3.550963 2.141495 -3.073693 1.558 1.613 -0.833
H -3.177374 2.847379 -4.766725 0.954 -0.143 2.474
H -3.830926 4.984952 -4.094287 1.752 -1.052 1.927
H -2.282200 5.103879 -2.889023 -1.700 -1.107 -0.808
H -4.944197 5.124071 -2.081865 1.089 -0.874 0.341
H -3.790397 4.222150 -1.141718 -0.672 0.460 -1.095
H 0.611600 0.565058 -4.019830 0.796 1.458 1.529
H 2.105891 1.698985 -3.977912 -1.944 -0.849 1.555
H 1.453833 -0.829561 -2.125207 1.619 1.834 -0.231
H 3.345615 1.835403 -1.561931 -1.039 -1.814 0.942
H 1.943982 1.073241 -0.399814 2.064 -0.090 -1.683
H 3.615097 0.216818 -0.566081 -1.468 1.287 -1.367
H 4.046864 0.157343 -3.807850 -1.407 -1.634 0.645
H 2.886870 -1.260531 -4.320322 0.517 1.258 1.858
H 4.652741 -2.557858 -3.371140 -0.746 1.612 1.481
H 3.584808 -1.960656 -0.339596 -0.119 -1.158 -2.336
H 4.176593 -3.543700 -1.177604 -1.651 1.921 -0.407
H 2.402587 -2.791157 -1.590744 2.495 0.216 0.318
H 5.573998 -0.703503 -0.877851 0.092 -0.776 -2.252
H 6.635043 -1.697801 -2.117437 -2.403 1.370 0.308
H 5.933387 -0.013955 -2.599699 -0.788 -2.180 1.114
H 1.219605 4.506306 -1.181144 -2.384 0.623 -0.390
H -0.026874 5.113005 -2.460734 -0.004 -0.784 2.138
H -0.167354 5.692287 -0.668087 -0.015 -2.031 -1.086
H 0.130762 3.358080 1.106255 -0.522 -1.617 -1.434
F -10.146884 -4.584041 3.598795 -0.097 -0.064 0.012
C -9.173477 -3.786686 3.139101 0.790 0.564 -0.277
C -7.980060 -4.348123 2.698421 -0.021 -0.078 -0.005
C -6.968224 -3.518676 2.214908 -0.387 0.329 0.147
C -7.157248 -2.134730 2.187673 0.009 -0.067 0.006
C -8.356763 -1.580408 2.636919 0.136 -0.397 -0.039
C -9.372483 -2.410874 3.109861 -0.019 0.016 0.085
H -7.848046 -5.424551 2.734872 -0.066 0.106 0.005
H -6.034445 -3.948339 1.860796 -0.183 0.015 0.074
H -6.366077 -1.487844 1.814634 -0.157 -0.097 0.045
H -8.500018 -0.502704 2.618598 -0.018 -0.210 0.008
H -10.314528 -1.997504 3.454541 0.078 -0.078 0.003
F 8.419802 -2.111764 -0.796017 -0.174 -0.305 0.021
C 9.380454 -1.186788 -0.668815 0.932 0.897 0.136
C 10.049417 -0.734912 -1.801048 -0.093 -0.049 -0.019
C 11.046183 0.231926 -1.669664 -0.146 -0.053 0.446
C 11.370666 0.728601 -0.404830 -0.038 -0.052 -0.080
C 10.696961 0.265013 0.726159 0.049 -0.122 -0.369
C 9.692694 -0.693521 0.593132 -0.063 -0.061 -0.038
H 9.789570 -1.138302 -2.774294 0.002 0.010 0.104
H 11.569734 0.597461 -2.549566 -0.109 -0.108 0.143
H 12.151255 1.479431 -0.302321 -0.153 -0.154 -0.010
H 10.954074 0.650048 1.710001 -0.109 -0.118 -0.356
H 9.152790 -1.058416 1.460589 0.037 -0.010 -0.086
F -13.769908 -0.987984 -1.385528 -0.045 0.188 -0.115
C -13.450940 -2.089937 -0.693739 0.244 -0.899 0.563
C -12.285404 -2.108377 0.064445 -0.014 0.043 -0.017
C -11.955534 -3.253716 0.788990 -0.402 -0.140 -0.228
C -12.790258 -4.372849 0.738450 0.024 0.046 -0.009
C -13.955366 -4.346308 -0.029502 0.309 0.288 0.080
C -14.290608 -3.197030 -0.744909 -0.015 0.060 -0.050
H -11.645009 -1.232634 0.084990 -0.087 -0.052 -0.020
H -11.050517 -3.275493 1.391002 -0.224 0.030 -0.221
H -12.530280 -5.267526 1.300176 -0.047 0.180 -0.097
H -14.601358 -5.219986 -0.070567 0.092 0.193 -0.004
H -15.197010 -3.156020 -1.339787 0.106 0.037 0.037
F 10.123224 2.148512 3.112531 -0.075 0.184 -0.220
C 10.252828 1.788058 4.396233 0.108 -0.301 1.242
C 10.858903 0.576183 4.708782 -0.018 0.032 -0.077
C 10.998677 0.202838 6.045441 -0.229 0.405 0.028
C 10.520444 1.041499 7.055251 0.018 -0.038 -0.063
C 9.909036 2.253559 6.731183 0.173 -0.313 -0.237
C 9.779505 2.631668 5.395035 -0.024 0.014 -0.089
H 11.216770 -0.066097 3.910746 -0.012 0.064 0.078
H 11.478046 -0.739002 6.300577 -0.093 0.171 -0.089
H 10.625666 0.747839 8.097492 -0.019 0.064 -0.211
H 9.533908 2.902740 7.518676 0.079 -0.094 -0.178
H 9.314926 3.574389 5.125642 0.048 -0.101 -0.017